Record 1
Computed, not measured: a cluster of 14 separate species, C23H74N10O14 in total at a distorted geometry, with wB97M-V/def2-TZVPD.

Last column: Löwdin charge in e.
Positions of all 121 atoms, in Å:
C: 11.5680 14.3895 6.1504  -0.087
C: 13.0614 14.3684 6.1033  -0.337
O: 13.5620 13.7301 7.2513  -0.076
H: 11.0995 15.0384 5.3848  0.076
H: 11.1920 14.7675 7.0933  0.055
H: 11.1129 13.4281 5.7932  0.092
H: 13.5086 15.3124 6.1879  0.092
H: 13.4777 13.9441 5.1867  0.112
H: 13.1808 12.8559 7.2961  0.067
C: 7.2718 10.2958 14.2712  -0.037
C: 8.6780 9.6027 14.3393  -0.336
O: 9.6809 10.4894 14.4852  -0.124
H: 6.9799 10.7801 15.1138  0.030
H: 6.5456 9.5092 14.1144  0.073
H: 7.2864 10.9180 13.3824  0.059
H: 8.8155 9.0654 13.4111  0.116
H: 8.7492 8.8897 15.0797  0.088
H: 9.8590 10.8038 15.4240  0.103
C: 8.8519 11.5319 10.1003  -0.072
C: 9.5696 12.5716 9.2093  -0.301
O: 9.9367 13.7476 9.8867  -0.105
H: 7.7631 11.5586 10.2324  0.076
H: 9.4613 11.4519 11.0150  0.057
H: 9.0769 10.5742 9.6572  0.064
H: 8.9275 12.8426 8.3421  0.114
H: 10.4197 12.0011 8.8119  0.087
H: 9.1890 13.9917 10.4423  0.017
C: 11.8648 13.3097 14.2683  -0.035
C: 11.0803 13.8026 13.0731  -0.365
O: 11.9120 14.1361 12.0752  -0.061
H: 12.6588 12.6767 13.9762  0.050
H: 11.1067 12.8644 14.9546  0.077
H: 12.2785 14.1902 14.8829  0.087
H: 10.4234 14.6007 13.3067  0.091
H: 10.5623 12.9047 12.7683  0.090
H: 11.4450 14.2601 11.2610  0.065
C: 9.3766 17.3014 8.2023  -0.071
C: 10.5061 17.0535 9.2903  -0.340
O: 9.9520 17.1045 10.5577  -0.108
H: 8.7537 18.1689 8.5495  0.078
H: 8.7119 16.4330 8.2704  0.060
H: 9.7929 17.4673 7.1821  0.072
H: 11.3349 17.7391 9.1342  0.105
H: 10.9637 16.0403 9.1263  0.092
H: 9.2707 16.3864 10.6569  0.075
C: 15.5975 11.6704 14.2091  -0.086
C: 16.8417 11.1583 13.4436  -0.276
O: 16.7658 11.4338 12.0020  -0.146
H: 15.5279 12.7752 14.0355  0.068
H: 15.6944 11.3403 15.2642  0.076
H: 14.6415 11.1959 13.8839  0.063
H: 16.7321 10.0666 13.5965  0.110
H: 17.7937 11.4972 13.8240  0.098
H: 17.5400 10.9727 11.5151  0.125
C: 15.5303 14.8695 11.7637  -0.085
C: 15.1688 16.3538 11.6098  -0.274
O: 13.8310 16.6041 11.0973  -0.115
H: 14.9242 14.3663 12.4737  0.037
H: 16.5830 14.7409 11.9972  0.078
H: 15.5111 14.3741 10.7762  0.079
H: 15.9429 16.8754 10.9883  0.112
H: 15.2296 16.9544 12.5640  0.118
H: 13.5795 15.8468 10.5538  0.078
C: 13.0319 11.2167 17.2029  -0.071
C: 11.7447 11.9250 17.5558  -0.291
O: 10.5781 11.1202 17.2466  -0.089
H: 13.0956 10.9077 16.1164  0.083
H: 13.0778 10.3124 17.8198  0.076
H: 13.8889 11.8688 17.4535  0.073
H: 11.6688 12.8354 16.9880  0.061
H: 11.7150 12.1719 18.6016  0.110
H: 10.0360 11.0568 18.0146  0.067
C: 13.9908 15.0315 19.1616  -0.086
C: 13.2278 15.9956 18.2716  -0.341
O: 12.2666 15.3041 17.5148  -0.101
H: 13.5333 14.5720 20.0169  0.059
H: 14.8530 15.5215 19.5690  0.053
H: 14.4892 14.3314 18.3569  0.112
H: 13.9922 16.4471 17.5780  0.121
H: 12.8594 16.9316 18.6950  0.107
H: 11.9237 15.8531 16.8157  0.016
C: 7.7879 14.6847 12.6820  -0.655
O: 8.3039 14.7904 11.6300  0.048
N: 7.0065 15.6920 13.2025  0.164
N: 7.8829 13.5369 13.4508  0.217
H: 6.9653 16.5736 12.6348  0.135
H: 6.6271 15.5993 14.1601  0.090
H: 8.6333 12.9740 13.2660  0.034
H: 7.3607 13.5389 14.2900  0.070
C: 7.7531 14.4975 17.0306  -0.660
O: 6.7138 14.6731 16.3941  -0.006
N: 7.7609 13.8200 18.2277  0.160
N: 8.9206 15.0785 16.6696  0.194
H: 8.4172 13.9020 18.9627  0.088
H: 6.8464 13.5013 18.4344  0.089
H: 9.0933 15.5440 15.8042  0.073
H: 9.7365 14.8235 17.1964  0.080
C: 12.4461 9.2094 12.8507  -0.716
O: 13.5493 8.9515 12.3819  0.004
N: 11.5653 10.1035 12.4501  0.193
N: 12.0008 8.4538 13.9102  0.138
H: 11.7140 10.4455 11.4666  0.097
H: 10.7573 10.3026 12.9768  0.033
H: 11.1305 8.5913 14.4433  0.086
H: 12.6124 7.6396 13.9493  0.103
C: 13.5945 11.2242 9.9043  -0.626
O: 12.4082 10.8768 9.6226  -0.062
N: 14.5337 10.5588 9.1890  0.158
N: 13.9049 12.2488 10.7532  0.213
H: 14.1267 9.7344 8.7523  0.116
H: 15.4914 10.5161 9.5344  0.097
H: 13.2595 12.7991 11.3023  0.074
H: 14.8832 12.3583 10.9094  0.046
C: 11.3711 16.8856 14.2257  -0.676
O: 11.0957 16.3940 15.2598  0.026
N: 12.4725 16.6127 13.5205  0.214
N: 10.5261 17.8890 13.6980  0.152
H: 12.4594 16.8504 12.5392  0.082
H: 12.8798 15.7509 13.6643  0.055
H: 10.4907 18.0942 12.6860  0.082
H: 9.6374 18.0790 14.1932  0.107

Atoms 1-6, force components in eV/Å:
C -1.500 0.004 -1.999
C 0.016 -0.703 0.122
O 0.557 -0.409 0.426
H 0.605 0.241 0.184
H -0.066 -0.455 0.330
H 0.476 0.347 1.117

Properties
E_HOMO	-9.08	eV
relative energy (zero: lowest compared OMol25 entry of this formula, charge and spin)	0.0	kcal/mol
gap between HOMO and LUMO	9.363	eV
E_tot	-68619.6734	eV

=====

Record 2
Computed, not measured: a structure of composition C5H8O, with wB97M-V/def2-TZVPD.

Last column: natural (NBO) charge in e.
Positions of all 14 atoms, in Å:
C: -1.6134 0.1033 0.3223  -0.402
C: -2.9167 -0.1473 0.2748  -0.388
C: 1.8218 0.6161 -0.8014  -0.363
C: 1.5669 -0.8373 -0.4960  -0.084
O: 1.5713 -0.4902 0.9271  -0.506
C: 1.8015 0.8083 0.5190  0.138
H: -1.1267 0.7409 -0.4134  0.194
H: -0.9665 -0.3132 1.0918  0.205
H: -3.4059 -0.7797 1.0119  0.192
H: -3.5519 0.2722 -0.5021  0.191
H: 0.5912 -1.2441 -0.7791  0.201
H: 2.3696 -1.5472 -0.7126  0.196
H: 1.9036 1.6054 1.2478  0.199
H: 1.9552 1.2128 -1.6901  0.226

Atoms 1-6, force components in eV/Å:
C -0.126 -0.016 -0.013
C 0.121 0.025 0.006
C 0.014 0.067 0.091
C -0.039 -0.275 -0.222
O 0.022 0.012 0.071
C 0.065 0.218 -0.011

Properties
E_HOMO	-9.05	eV
relative energy (zero: lowest compared OMol25 entry of this formula, charge and spin)	74.9	kcal/mol
gap between HOMO and LUMO	10.176	eV
E_tot	-7359.0087	eV